This record from the OMol25 dataset describes C26H23F5MoN2OS3 as an isolated structure. The level of theory is ωB97M-V/def2-TZVPD.

Output
E_LUMO (spin up / spin down)   -0.029 / -0.028 hartree
Relative energy (zero: lowest compared OMol25 entry of this formula, charge and spin)   0.0000 eV
Charge   0
Calculated total energy   -80311.62998 eV

Last column: Mulliken charge in e.
Atoms and positions in Å:
Mo 1.748 0.118 -0.516  0.0970
C -1.755 -2.348 0.336  -1.0151
C -0.720 -1.698 -0.533  1.6522
N 0.540 -1.716 -0.209  -0.0251
N 0.880 -2.559 0.838  -0.6544
C 2.087 -2.409 1.229  0.5261
S 3.233 -1.230 0.555  -0.2783
S 2.733 -3.378 2.526  -0.1250
C 1.229 -4.180 3.128  -0.9610
C 0.145 -3.274 3.663  0.4538
C 0.386 -1.972 4.089  -0.0899
C -0.652 -1.182 4.560  -0.5526
C -1.945 -1.683 4.616  -0.5247
C -2.191 -2.984 4.201  -0.5430
C -1.152 -3.771 3.725  -0.5442
C -1.102 -1.069 -1.792  -0.3380
C -2.429 -1.195 -2.253  -0.7788
C -2.824 -0.747 -3.489  -0.8965
C -1.883 -0.151 -4.332  -0.5580
C -0.580 -0.013 -3.922  -0.3450
C -0.166 -0.449 -2.654  0.8687
O 1.106 -0.222 -2.349  -0.9213
H -1.989 -3.359 -0.007  0.3347
H -1.388 -2.426 1.355  -0.2501
H -2.672 -1.764 0.326  0.5341
H 0.831 -4.806 2.331  0.3717
H 1.602 -4.842 3.914  0.4545
H 1.391 -1.570 4.038  0.4550
H -0.452 -0.167 4.879  0.4348
H -2.756 -1.064 4.979  0.4004
H -3.196 -3.386 4.242  0.3983
H -1.352 -4.782 3.386  0.3825
H -3.158 -1.684 -1.625  0.3557
H -3.851 -0.863 -3.806  0.4079
H -2.178 0.206 -5.310  0.4158
H 0.170 0.445 -4.554  0.5704
F 1.334 4.736 -5.823  -0.3010
C 1.760 4.053 -4.763  0.6983
C 0.854 3.569 -3.838  -0.2201
F -0.451 3.789 -4.006  -0.3427
C 1.312 2.858 -2.744  -0.2244
F 0.396 2.423 -1.874  -0.2336
C 2.656 2.600 -2.531  0.7144
S 3.294 1.632 -1.177  -0.2867
C 3.541 3.106 -3.476  0.3408
F 4.851 2.897 -3.344  -0.3286
C 3.113 3.823 -4.579  0.2692
F 3.990 4.285 -5.469  -0.2883
C -1.423 1.820 2.057  -1.5605
C -0.410 2.007 0.925  1.4612
C 0.095 3.445 0.896  -1.6412
C 0.752 1.020 1.096  -0.1473
H -2.265 2.507 1.951  0.4443
H -0.952 2.009 3.025  0.3092
H -1.814 0.800 2.069  0.3193
H -0.936 1.794 -0.010  -0.0892
H 0.507 3.714 1.872  0.4097
H -0.715 4.141 0.670  0.3762
H 0.883 3.584 0.157  0.2998
H 0.399 0.117 1.614  -0.2771
H 1.540 1.443 1.733  0.5860

=====

This record from the OMol25 dataset describes one molecule with the formula C26H23N3O3. The level of theory is ωB97M-V/def2-TZVPD.

Output
E_LUMO   -0.017 hartree
Relative energy (zero: lowest compared OMol25 entry of this formula, charge and spin)   0.0000 eV
SMILES   O=C(Nc1ccccc1N1CCCCC1)c1ccc(N2C(=O)c3ccccc3C2=O)cc1
Charge   0
Calculated total energy   -37949.98423 eV

Last column: Mulliken charge in e.
Atoms and positions in Å:
O 0.824 3.868 -1.892  -0.6743
C 0.744 2.657 -1.840  0.0832
N 1.566 1.862 -2.573  0.0783
C 1.375 0.469 -2.802  -0.0576
C 0.331 0.078 -3.626  -0.1515
C 0.058 -1.259 -3.847  -0.8679
C 0.850 -2.216 -3.239  -0.6710
C 1.899 -1.840 -2.423  -0.7080
C 2.193 -0.495 -2.181  0.0827
N 3.177 -0.107 -1.281  0.7234
C 3.609 -1.022 -0.247  -1.0566
C 4.040 -0.219 0.983  -0.5568
C 5.145 0.769 0.622  -0.8417
C 4.679 1.653 -0.530  -0.5398
C 4.248 0.773 -1.700  -0.8600
C -0.230 1.941 -0.965  0.3699
C 0.182 0.942 -0.091  -0.4532
C -0.735 0.304 0.721  -0.1257
C -2.074 0.674 0.673  0.5145
N -3.015 0.023 1.506  0.2726
C -4.296 -0.348 1.087  0.3858
O -4.746 -0.191 -0.018  -0.5925
C -4.934 -0.974 2.269  -0.0094
C -6.192 -1.516 2.427  -0.4399
C -6.517 -2.039 3.675  -0.4769
C -5.608 -2.015 4.722  -0.4814
C -4.338 -1.468 4.561  -0.4174
C -4.018 -0.951 3.323  -0.0200
C -2.771 -0.312 2.841  0.4366
O -1.752 -0.099 3.444  -0.5901
C -2.490 1.688 -0.181  -0.4838
C -1.567 2.318 -0.993  -1.1644
H 2.173 2.368 -3.206  0.2881
H -0.283 0.844 -4.078  0.5023
H -0.765 -1.547 -4.483  0.4069
H 0.655 -3.265 -3.404  0.4165
H 2.511 -2.605 -1.972  0.4755
H 2.775 -1.673 0.024  0.4604
H 4.451 -1.648 -0.586  0.4285
H 4.380 -0.906 1.759  0.3756
H 3.178 0.330 1.369  0.2395
H 5.401 1.378 1.490  0.3957
H 6.040 0.220 0.319  0.3103
H 5.481 2.321 -0.849  0.3783
H 3.831 2.262 -0.212  0.2642
H 3.921 1.383 -2.539  0.4136
H 5.110 0.172 -2.038  0.4259
H 1.224 0.672 -0.039  0.4161
H -0.413 -0.471 1.398  0.4512
H -6.894 -1.530 1.607  0.4917
H -7.494 -2.470 3.831  0.3951
H -5.890 -2.428 5.679  0.3957
H -3.625 -1.446 5.370  0.4950
H -3.527 1.980 -0.209  0.4201
H -1.877 3.113 -1.654  0.4464

=====

This record from the OMol25 dataset describes one molecule with the formula C26H23N3O4S. The level of theory is ωB97M-V/def2-TZVPD.

Output
E_LUMO   -0.004 hartree
Relative energy (zero: lowest compared OMol25 entry of this formula, charge and spin)   0.4215 eV
SMILES   CCc1ccc(NS(=O)(=O)c2ccc3[nH]cc(C(=O)N4CCc5ccccc54)c(=O)c3c2)cc1
Charge   0
Calculated total energy   -50831.95858 eV

Last column: Mulliken charge in e.
Atoms and positions in Å:
C 0.167 1.353 -3.975  -0.7902
C 1.606 1.814 -3.730  -1.1712
C 2.327 0.832 -2.850  0.4452
C 2.370 1.000 -1.471  -0.0994
C 2.982 0.068 -0.656  -0.3320
C 3.552 -1.073 -1.212  0.1475
N 4.121 -2.032 -0.375  -0.2842
S 3.334 -2.452 1.053  1.2715
O 3.562 -1.454 2.047  -0.6394
O 3.746 -3.800 1.310  -0.7255
C 1.615 -2.417 0.549  0.1144
C 1.197 -3.346 -0.397  -0.6966
C -0.093 -3.304 -0.871  -1.2288
C -0.979 -2.326 -0.398  0.2375
N -2.266 -2.273 -0.860  -0.0047
C -3.147 -1.357 -0.393  -0.0284
C -2.808 -0.402 0.505  0.1656
C -3.889 0.467 1.059  -0.4142
O -4.969 -0.010 1.374  -0.6850
N -3.608 1.774 1.255  0.1838
C -4.475 2.578 2.115  -0.8209
C -3.619 3.785 2.515  -0.8579
C -2.543 3.780 1.468  0.7989
C -1.622 4.753 1.151  -0.6358
C -0.738 4.520 0.105  -0.7311
C -0.796 3.337 -0.609  -0.2307
C -1.715 2.348 -0.292  -0.4297
C -2.573 2.569 0.771  -0.3291
C -1.470 -0.364 1.101  1.1343
O -1.128 0.419 1.969  -0.7423
C -0.556 -1.397 0.567  0.5443
C 0.760 -1.459 1.033  -0.6266
C 3.527 -1.244 -2.592  -0.9878
C 2.926 -0.295 -3.397  -0.6110
H -0.360 1.241 -3.031  -0.0260
H -0.367 2.075 -4.588  0.3540
H 0.161 0.392 -4.485  0.4222
H 2.122 1.903 -4.688  0.4310
H 1.596 2.798 -3.257  0.3878
H 1.923 1.874 -1.021  0.3269
H 3.035 0.212 0.410  0.7860
H 4.512 -2.838 -0.839  0.3367
H 1.893 -4.097 -0.735  0.4916
H -0.434 -4.020 -1.603  0.3705
H -2.567 -2.964 -1.533  0.2215
H -4.154 -1.411 -0.780  0.4374
H -4.803 1.969 2.959  0.4097
H -5.362 2.884 1.550  0.3204
H -4.190 4.713 2.522  0.3955
H -3.178 3.647 3.504  0.3052
H -1.595 5.682 1.700  0.4342
H -0.011 5.273 -0.160  0.4170
H -0.124 3.182 -1.439  0.3687
H -1.757 1.438 -0.871  0.4755
H 1.088 -0.752 1.779  0.6234
H 3.985 -2.120 -3.031  0.3499
H 2.918 -0.437 -4.468  0.4203

=====

Copy entry 3 word for word.
This record from the OMol25 dataset describes one molecule with the formula C26H23N3O4S. The level of theory is ωB97M-V/def2-TZVPD.

Output
E_LUMO   -0.004 hartree
Relative energy (zero: lowest compared OMol25 entry of this formula, charge and spin)   0.4215 eV
SMILES   CCc1ccc(NS(=O)(=O)c2ccc3[nH]cc(C(=O)N4CCc5ccccc54)c(=O)c3c2)cc1
Charge   0
Calculated total energy   -50831.95858 eV

Last column: Mulliken charge in e.
Atoms and positions in Å:
C 0.167 1.353 -3.975  -0.7902
C 1.606 1.814 -3.730  -1.1712
C 2.327 0.832 -2.850  0.4452
C 2.370 1.000 -1.471  -0.0994
C 2.982 0.068 -0.656  -0.3320
C 3.552 -1.073 -1.212  0.1475
N 4.121 -2.032 -0.375  -0.2842
S 3.334 -2.452 1.053  1.2715
O 3.562 -1.454 2.047  -0.6394
O 3.746 -3.800 1.310  -0.7255
C 1.615 -2.417 0.549  0.1144
C 1.197 -3.346 -0.397  -0.6966
C -0.093 -3.304 -0.871  -1.2288
C -0.979 -2.326 -0.398  0.2375
N -2.266 -2.273 -0.860  -0.0047
C -3.147 -1.357 -0.393  -0.0284
C -2.808 -0.402 0.505  0.1656
C -3.889 0.467 1.059  -0.4142
O -4.969 -0.010 1.374  -0.6850
N -3.608 1.774 1.255  0.1838
C -4.475 2.578 2.115  -0.8209
C -3.619 3.785 2.515  -0.8579
C -2.543 3.780 1.468  0.7989
C -1.622 4.753 1.151  -0.6358
C -0.738 4.520 0.105  -0.7311
C -0.796 3.337 -0.609  -0.2307
C -1.715 2.348 -0.292  -0.4297
C -2.573 2.569 0.771  -0.3291
C -1.470 -0.364 1.101  1.1343
O -1.128 0.419 1.969  -0.7423
C -0.556 -1.397 0.567  0.5443
C 0.760 -1.459 1.033  -0.6266
C 3.527 -1.244 -2.592  -0.9878
C 2.926 -0.295 -3.397  -0.6110
H -0.360 1.241 -3.031  -0.0260
H -0.367 2.075 -4.588  0.3540
H 0.161 0.392 -4.485  0.4222
H 2.122 1.903 -4.688  0.4310
H 1.596 2.798 -3.257  0.3878
H 1.923 1.874 -1.021  0.3269
H 3.035 0.212 0.410  0.7860
H 4.512 -2.838 -0.839  0.3367
H 1.893 -4.097 -0.735  0.4916
H -0.434 -4.020 -1.603  0.3705
H -2.567 -2.964 -1.533  0.2215
H -4.154 -1.411 -0.780  0.4374
H -4.803 1.969 2.959  0.4097
H -5.362 2.884 1.550  0.3204
H -4.190 4.713 2.522  0.3955
H -3.178 3.647 3.504  0.3052
H -1.595 5.682 1.700  0.4342
H -0.011 5.273 -0.160  0.4170
H -0.124 3.182 -1.439  0.3687
H -1.757 1.438 -0.871  0.4755
H 1.088 -0.752 1.779  0.6234
H 3.985 -2.120 -3.031  0.3499
H 2.918 -0.437 -4.468  0.4203

=====

Copy entry 2 word for word.
This record from the OMol25 dataset describes one molecule with the formula C26H23N3O3. The level of theory is ωB97M-V/def2-TZVPD.

Output
E_LUMO   -0.017 hartree
Relative energy (zero: lowest compared OMol25 entry of this formula, charge and spin)   0.0000 eV
SMILES   O=C(Nc1ccccc1N1CCCCC1)c1ccc(N2C(=O)c3ccccc3C2=O)cc1
Charge   0
Calculated total energy   -37949.98423 eV

Last column: Mulliken charge in e.
Atoms and positions in Å:
O 0.824 3.868 -1.892  -0.6743
C 0.744 2.657 -1.840  0.0832
N 1.566 1.862 -2.573  0.0783
C 1.375 0.469 -2.802  -0.0576
C 0.331 0.078 -3.626  -0.1515
C 0.058 -1.259 -3.847  -0.8679
C 0.850 -2.216 -3.239  -0.6710
C 1.899 -1.840 -2.423  -0.7080
C 2.193 -0.495 -2.181  0.0827
N 3.177 -0.107 -1.281  0.7234
C 3.609 -1.022 -0.247  -1.0566
C 4.040 -0.219 0.983  -0.5568
C 5.145 0.769 0.622  -0.8417
C 4.679 1.653 -0.530  -0.5398
C 4.248 0.773 -1.700  -0.8600
C -0.230 1.941 -0.965  0.3699
C 0.182 0.942 -0.091  -0.4532
C -0.735 0.304 0.721  -0.1257
C -2.074 0.674 0.673  0.5145
N -3.015 0.023 1.506  0.2726
C -4.296 -0.348 1.087  0.3858
O -4.746 -0.191 -0.018  -0.5925
C -4.934 -0.974 2.269  -0.0094
C -6.192 -1.516 2.427  -0.4399
C -6.517 -2.039 3.675  -0.4769
C -5.608 -2.015 4.722  -0.4814
C -4.338 -1.468 4.561  -0.4174
C -4.018 -0.951 3.323  -0.0200
C -2.771 -0.312 2.841  0.4366
O -1.752 -0.099 3.444  -0.5901
C -2.490 1.688 -0.181  -0.4838
C -1.567 2.318 -0.993  -1.1644
H 2.173 2.368 -3.206  0.2881
H -0.283 0.844 -4.078  0.5023
H -0.765 -1.547 -4.483  0.4069
H 0.655 -3.265 -3.404  0.4165
H 2.511 -2.605 -1.972  0.4755
H 2.775 -1.673 0.024  0.4604
H 4.451 -1.648 -0.586  0.4285
H 4.380 -0.906 1.759  0.3756
H 3.178 0.330 1.369  0.2395
H 5.401 1.378 1.490  0.3957
H 6.040 0.220 0.319  0.3103
H 5.481 2.321 -0.849  0.3783
H 3.831 2.262 -0.212  0.2642
H 3.921 1.383 -2.539  0.4136
H 5.110 0.172 -2.038  0.4259
H 1.224 0.672 -0.039  0.4161
H -0.413 -0.471 1.398  0.4512
H -6.894 -1.530 1.607  0.4917
H -7.494 -2.470 3.831  0.3951
H -5.890 -2.428 5.679  0.3957
H -3.625 -1.446 5.370  0.4950
H -3.527 1.980 -0.209  0.4201
H -1.877 3.113 -1.654  0.4464